(1)
This record from OMol25 describes a structure of composition C18H26N4O2. The level of theory is ωB97M-V with the def2-TZVPD basis set.

Last column: Mulliken charge in e.
Element x y z (Å)
C (-4.13, 1.18, 3.19)  -1.254
C (-4.23, 0.61, 1.83)  -0.369
C (-2.95, 0.49, 1.15)  -0.662
C (-1.79, -0.38, 1.81)  -1.296
H (-2.24, -0.99, 2.30)  1.291
H (-1.06, -0.98, 1.06)  0.114
C (-0.63, 0.30, 2.76)  -1.029
N (-0.08, 1.29, 1.82)  1.163
C (1.04, 0.96, 1.10)  0.230
C (1.46, 2.19, 0.57)  0.338
C (0.34, 2.92, 0.94)  0.714
N (-0.48, 2.45, 1.63)  -1.230
C (0.44, 4.68, 0.46)  -1.630
H (-0.55, 4.91, 1.10)  0.285
H (1.23, 5.12, 0.66)  0.540
H (0.29, 4.47, -0.49)  0.491
C (2.67, 2.50, -0.29)  -0.594
N (3.20, 1.67, -1.21)  -1.330
N (2.52, 0.48, -1.57)  0.625
C (1.41, -0.09, -1.69)  0.512
O (0.40, 0.71, -1.60)  -0.709
C (1.34, -1.56, -2.26)  0.810
C (2.13, -2.49, -2.26)  1.085
O (1.70, -3.64, -2.78)  -0.577
C (0.14, -3.14, -3.42)  0.515
C (0.05, -1.83, -2.86)  -1.515
H (-0.65, -1.20, -3.07)  0.790
C (-0.60, -4.26, -3.91)  -1.445
H (-0.40, -5.17, -3.26)  0.260
H (-1.39, -3.81, -4.03)  0.526
H (-0.10, -4.53, -4.89)  0.305
C (3.57, -2.48, -1.90)  -1.676
H (4.28, -2.18, -2.46)  0.564
H (3.81, -1.92, -0.88)  0.301
H (3.86, -3.57, -1.64)  0.288
H (3.23, -0.14, -2.07)  0.278
H (2.86, 3.51, -0.39)  0.495
C (1.88, -0.50, 1.48)  -1.529
H (1.30, -1.13, 0.62)  0.206
H (2.81, -0.42, 0.99)  0.363
H (1.84, -0.73, 2.47)  0.638
H (-1.31, 0.74, 3.47)  0.509
H (-0.12, -0.36, 3.23)  0.294
H (-2.80, 0.08, 0.03)  0.178
H (-2.43, 1.38, 0.84)  0.380
H (-4.86, 1.21, 1.17)  0.343
H (-4.51, -0.41, 1.92)  0.339
H (-3.55, 0.73, 3.94)  0.377
H (-3.79, 2.17, 2.97)  0.290
H (-5.14, 1.20, 3.41)  0.409

Results
- HOMO: -0.3062 Eh
- Kohn-Sham gap: 8.844 eV
- Relative energy (zero: lowest compared OMol25 entry of this formula, charge and spin): 426.2 kcal per mole
- F_max: 0.3486 hartree/bohr
- Net charge: 0

(2)
This record from OMol25 describes a structure of composition C24H43BrKO6S5Si. The level of theory is ωB97M-V with the def2-TZVPD basis set.

Last column: Mulliken charge in e.
Element x y z (Å)
K (0.91, -2.50, -0.70)  0.925
C (3.20, 0.11, 3.37)  0.425
C (2.73, -1.26, 3.88)  -0.984
S (1.64, -2.20, 2.78)  0.040
C (2.73, -3.53, 2.18)  -0.389
C (4.08, -3.13, 1.59)  -0.706
S (4.12, -2.32, -0.03)  -0.110
C (3.41, -0.66, 0.21)  0.603
C (4.33, 0.40, 0.78)  -0.697
S (4.81, 0.15, 2.51)  -0.223
H (3.32, 0.78, 4.22)  0.511
H (2.45, 0.56, 2.71)  -0.751
H (2.14, -1.09, 4.78)  0.450
H (3.58, -1.88, 4.18)  0.392
H (2.10, -4.07, 1.46)  0.075
H (2.91, -4.22, 3.01)  0.515
H (4.63, -4.06, 1.39)  0.437
H (4.67, -2.57, 2.31)  0.340
H (2.51, -0.73, 0.81)  -0.892
H (3.09, -0.38, -0.81)  0.429
H (3.85, 1.38, 0.69)  0.230
H (5.27, 0.43, 0.23)  0.424
O (-0.90, -2.08, -2.51)  -0.502
S (-0.17, -2.76, -3.59)  0.491
O (1.36, -2.96, -3.19)  -0.199
O (1.82, -1.55, -3.12)  -0.709
C (-0.72, -4.52, -3.48)  0.453
C (-1.11, -4.95, -4.74)  -0.527
C (-1.74, -6.17, -4.95)  -0.588
C (-2.01, -6.98, -3.86)  -0.613
C (-1.61, -6.57, -2.60)  -0.516
C (-0.97, -5.36, -2.37)  0.385
S (-0.34, -5.35, -0.63)  0.430
O (-1.10, -4.07, -0.07)  -0.201
O (1.09, -5.05, -0.80)  -0.618
O (-0.50, -3.97, 1.29)  -0.668
H (-0.93, -4.29, -5.58)  0.402
H (-2.03, -6.46, -5.95)  0.368
H (-2.51, -7.93, -3.99)  0.366
H (-1.78, -7.22, -1.75)  0.395
C (1.29, 3.53, 1.39)  -1.602
C (-0.24, 3.57, 1.54)  2.624
C (-0.72, 5.03, 1.39)  -1.849
C (-0.53, 3.12, 2.98)  -2.133
Si (-1.14, 2.42, 0.28)  -0.816
Br (-0.05, 0.47, 0.35)  -0.279
C (-2.94, 1.99, 0.79)  2.576
C (-2.98, 0.97, 1.94)  -1.855
C (-3.67, 1.34, -0.39)  -2.071
C (-3.71, 3.25, 1.21)  -1.828
C (-0.98, 2.99, -1.56)  2.589
C (0.43, 3.50, -1.84)  -2.098
C (-1.22, 1.83, -2.54)  -2.088
C (-1.99, 4.11, -1.87)  -1.723
H (1.74, 4.20, 2.13)  0.544
H (1.62, 3.85, 0.40)  0.301
H (1.67, 2.53, 1.57)  -0.033
H (-0.28, 5.65, 2.18)  0.519
H (-1.81, 5.11, 1.48)  0.318
H (-0.43, 5.46, 0.43)  0.285
H (0.05, 3.74, 3.67)  0.598
H (-0.24, 2.08, 3.13)  0.342
H (-1.59, 3.23, 3.24)  0.338
H (-2.52, 0.02, 1.65)  0.383
H (-4.03, 0.76, 2.19)  0.510
H (-2.49, 1.32, 2.85)  0.309
H (-3.13, 0.47, -0.78)  0.327
H (-3.84, 2.04, -1.21)  0.335
H (-4.66, 0.99, -0.05)  0.599
H (-3.31, 3.69, 2.13)  0.304
H (-4.76, 2.99, 1.40)  0.525
H (-3.70, 4.02, 0.44)  0.281
H (1.19, 2.75, -1.61)  0.294
H (0.67, 4.41, -1.29)  0.338
H (0.52, 3.74, -2.91)  0.618
H (-0.53, 1.00, -2.40)  0.442
H (-1.07, 2.21, -3.56)  0.513
H (-2.23, 1.43, -2.49)  0.312
H (-1.87, 4.97, -1.21)  0.279
H (-3.02, 3.77, -1.80)  0.266
H (-1.83, 4.46, -2.90)  0.513

Results
- HOMO: -0.1788 Eh
- Kohn-Sham gap: 7.097 eV
- F_max: 0.0174 hartree/bohr
- Net charge: -1

(3)
This record from OMol25 describes a structure of composition C38H26AgClIN2OP. The level of theory is ωB97M-V with the def2-TZVPD basis set.

Last column: Mulliken charge in e.
Element x y z (Å)
Ag (-1.99, 0.95, -0.49)  0.409
Cl (-7.89, -3.72, -0.55)  -0.254
C (-6.73, -2.42, -0.66)  0.116
C (-7.17, -1.10, -0.85)  -0.427
C (-6.26, -0.08, -0.93)  -0.666
C (-4.85, -0.28, -0.84)  0.526
O (-4.10, 0.75, -0.90)  -0.643
C (-4.42, -1.65, -0.68)  0.134
C (-3.06, -2.13, -0.65)  0.589
N (-1.98, -1.45, -0.73)  0.240
C (-0.71, -2.07, -0.75)  0.294
C (-0.49, -3.44, -0.54)  -0.680
C (0.78, -3.97, -0.60)  -1.404
C (1.87, -3.16, -0.88)  -0.856
C (1.69, -1.79, -1.07)  0.645
C (2.89, -0.97, -1.44)  0.041
C (2.46, 1.09, -1.91)  0.027
C (1.03, 1.31, -1.54)  -1.825
N (0.21, 0.16, -0.99)  0.105
C (0.41, -1.26, -0.99)  -0.894
C (-5.39, -2.67, -0.60)  -0.911
H (-8.23, -0.90, -0.91)  0.390
H (-6.59, 0.94, -1.07)  0.419
H (-3.01, -3.22, -0.58)  -0.033
H (-1.32, -4.09, -0.33)  0.314
H (0.92, -5.03, -0.44)  0.411
H (2.86, -3.58, -0.96)  0.485
H (3.77, -1.62, -1.43)  0.714
H (2.89, 2.02, -2.28)  0.460
H (0.47, 1.83, -2.31)  0.567
H (-5.05, -3.70, -0.48)  0.397
I (1.25, -0.73, -4.17)  0.075
C (2.77, -0.16, -2.78)  0.265
C (4.06, -0.03, -3.55)  -0.818
C (5.24, 0.29, -3.01)  -0.956
C (5.53, 0.55, -1.61)  -0.604
C (4.67, 0.62, -0.58)  0.448
C (5.25, 0.81, 0.76)  -1.293
C (4.50, 0.94, 1.86)  -1.253
C (3.05, 0.98, 1.74)  0.424
C (2.44, 0.77, 0.57)  -0.733
P (0.68, 1.09, 0.33)  2.427
C (0.00, 2.72, 0.80)  1.531
C (-0.01, 3.13, 2.14)  -0.729
C (-0.52, 4.37, 2.48)  -0.797
C (-1.06, 5.20, 1.51)  -0.569
C (-1.07, 4.80, 0.19)  -0.875
C (-0.52, 3.58, -0.17)  -0.276
C (-0.06, 0.10, 1.75)  1.462
C (-1.35, 0.39, 2.23)  -0.694
C (-2.00, -0.47, 3.10)  -1.249
C (-1.39, -1.65, 3.50)  -0.579
C (-0.11, -1.95, 3.05)  -0.940
C (0.54, -1.08, 2.18)  -0.690
C (3.17, 0.42, -0.70)  1.893
H (4.01, -0.20, -4.61)  0.357
H (6.08, 0.36, -3.69)  0.398
H (6.58, 0.67, -1.37)  0.396
H (6.33, 0.84, 0.83)  0.356
H (4.96, 1.07, 2.83)  0.417
H (2.46, 1.23, 2.62)  0.389
H (0.36, 2.48, 2.91)  0.305
H (-0.50, 4.69, 3.52)  0.425
H (-1.48, 6.16, 1.79)  0.398
H (-1.50, 5.44, -0.58)  0.439
H (-0.48, 3.29, -1.21)  0.120
H (-1.85, 1.31, 1.96)  0.249
H (-3.00, -0.23, 3.44)  0.452
H (-1.90, -2.33, 4.18)  0.419
H (0.37, -2.86, 3.35)  0.447
H (1.52, -1.35, 1.81)  0.271

Results
- HOMO: -0.2574 Eh
- Kohn-Sham gap: 6.310 eV
- F_max: 0.0122 hartree/bohr
- Net charge: 0

(4)
This record from OMol25 describes a cluster of 4 separate species, C3H14NO2S in total. The level of theory is ωB97M-V with the def2-TZVPD basis set.

Last column: Mulliken spin population.
Element x y z (Å)
C (-0.10, -1.56, -0.28)  0.039
C (0.95, -1.33, 0.87)  0.051
C (0.35, -0.80, 2.16)  0.000
S (-0.18, 0.94, 2.34)  0.017
N (-0.31, -0.40, -1.12)  0.815
H (-1.06, -1.86, 0.14)  0.001
H (0.24, -2.41, -0.90)  0.080
H (1.41, -2.28, 1.10)  -0.004
H (1.73, -0.61, 0.59)  0.002
H (-0.54, -1.38, 2.45)  0.003
H (0.98, -0.98, 3.03)  0.008
H (-1.60, 0.79, 1.04)  -0.011
H (-0.03, 1.31, 1.03)  0.000
H (-1.17, -0.47, -1.71)  -0.002
H (0.47, -0.44, -1.80)  -0.011
H (-3.23, -0.26, -3.40)  0.000
H (-1.98, -0.33, -4.24)  0.000
O (-2.26, -0.32, -3.32)  0.007
H (1.91, 3.00, -1.84)  0.000
H (2.86, 1.85, -1.69)  0.000
O (1.91, 2.04, -1.75)  0.004

Results
- HOMO (alpha / beta): -0.6664 / -0.6656 Eh
- Kohn-Sham gap (alpha / beta): 7.574 / 5.594 eV
- <S²>: 0.755
- Relative energy (zero: lowest compared OMol25 entry of this formula, charge and spin): 70.4 kcal per mole
- F_max: 0.0930 hartree/bohr
- Spin multiplicity: 2
- Net charge: +2